No. 1
Computed, not measured: a 15-piece molecular cluster, C33H105O42P9 overall in a non-equilibrium geometry, with ωB97M-V/def2-TZVPD.

Values from the calculation:
orbital gap	9.0	eV
energy relative to the best compared isomer or geometry (same formula, charge and spin)	23.0	kcal/mol
E_LUMO	0.009	eV
highest occupied orbital energy	-9.024	eV

Structure (XYZ):
```
189
Properties=species:S:1:pos:R:3:lowdin_charge:R:1
C -2.892 2.581 3.727 -0.123
O -2.949 2.767 2.350 -0.218
P -2.054 1.727 1.389 0.570
O -0.648 1.512 1.847 -0.222
O -2.959 0.380 1.269 -0.206
C -4.232 0.446 0.788 -0.145
O -2.129 2.332 -0.105 -0.204
C -1.615 1.617 -1.153 -0.139
H -2.515 1.589 3.977 0.084
H -3.824 2.652 4.287 0.098
H -2.310 3.451 4.032 0.056
H -4.451 -0.356 0.083 0.087
H -4.462 1.369 0.257 0.092
H -4.945 0.350 1.607 0.100
H -1.626 0.533 -1.048 0.073
H -0.604 1.868 -1.475 0.088
H -2.242 1.827 -2.019 0.093
C 2.236 8.071 1.811 -0.083
O 2.995 7.442 2.853 -0.223
P 4.426 6.792 2.611 0.486
O 5.152 6.576 3.921 -0.268
O 5.229 7.806 1.600 -0.254
C 5.647 9.126 2.016 -0.090
O 4.077 5.467 1.670 -0.239
C 4.972 4.291 1.778 -0.065
H 1.507 7.384 1.383 0.069
H 2.864 8.416 0.990 0.085
H 1.818 8.958 2.287 0.098
H 6.728 9.252 1.959 0.088
H 5.415 9.212 3.078 0.082
H 5.148 9.925 1.468 0.085
H 4.315 3.440 1.956 0.071
H 5.468 4.239 2.747 0.076
H 5.704 4.204 0.975 0.090
C -0.407 5.183 3.666 -0.115
O 0.480 4.185 4.108 -0.237
P 0.490 3.647 5.658 0.490
O -0.890 3.317 6.084 -0.235
O 1.278 4.803 6.462 -0.216
C 2.554 5.285 6.049 -0.101
O 1.576 2.423 5.691 -0.199
C 1.544 1.552 4.581 -0.112
H -1.100 5.536 4.430 0.091
H -1.060 4.730 2.920 0.076
H 0.013 6.113 3.285 0.083
H 2.939 4.976 5.077 0.075
H 3.267 5.137 6.861 0.095
H 2.459 6.360 5.896 0.086
H 0.597 1.599 4.043 0.065
H 1.615 0.503 4.868 0.059
H 2.317 1.810 3.856 0.086
C 0.135 8.599 -1.340 -0.113
O 1.019 7.489 -1.410 -0.231
P 0.400 5.995 -1.085 0.437
O -0.850 5.954 -0.368 -0.204
O 0.297 5.354 -2.579 -0.215
C 1.454 5.036 -3.302 -0.135
O 1.616 5.140 -0.443 -0.243
C 1.277 3.890 0.237 -0.041
H 0.371 9.414 -2.024 0.086
H 0.320 9.075 -0.377 0.079
H -0.904 8.324 -1.525 0.089
H 2.424 5.245 -2.852 0.090
H 1.380 5.521 -4.275 0.087
H 1.379 4.002 -3.639 0.077
H 1.700 3.993 1.236 0.089
H 1.769 3.074 -0.293 0.079
H 0.210 3.668 0.256 0.063
C 0.288 -4.114 1.678 -0.085
O -0.628 -3.739 0.633 -0.241
P -2.238 -3.681 0.860 0.503
O -2.738 -3.482 2.251 -0.241
O -2.648 -2.476 -0.176 -0.228
C -2.514 -2.661 -1.586 -0.116
O -2.792 -5.018 0.114 -0.238
C -2.691 -6.291 0.721 -0.096
H 0.774 -5.055 1.422 0.086
H -0.248 -4.324 2.603 0.075
H 1.051 -3.346 1.809 0.081
H -2.570 -1.716 -2.125 0.052
H -3.309 -3.302 -1.968 0.088
H -1.592 -3.149 -1.902 0.064
H -3.710 -6.665 0.817 0.094
H -2.329 -6.274 1.749 0.088
H -2.040 -6.912 0.105 0.080
C -2.709 -4.808 -4.807 -0.098
O -2.532 -5.849 -3.846 -0.232
P -1.314 -6.983 -3.979 0.499
O -1.183 -7.669 -5.307 -0.257
O 0.005 -6.154 -3.569 -0.236
C 0.075 -5.490 -2.278 -0.076
O -1.572 -7.962 -2.694 -0.232
C -0.517 -8.884 -2.459 -0.118
H -2.264 -4.991 -5.785 0.081
H -2.339 -3.838 -4.473 0.068
H -3.775 -4.838 -5.032 0.090
H 0.405 -4.451 -2.270 0.077
H 0.792 -6.019 -1.650 0.092
H -0.894 -5.573 -1.786 0.063
H 0.379 -8.702 -3.052 0.089
H -0.894 -9.906 -2.490 0.095
H -0.185 -8.717 -1.435 0.084
C 2.865 -1.265 6.645 -0.086
O 1.620 -1.686 7.231 -0.205
P 0.580 -2.448 6.295 0.484
O 1.152 -3.636 5.595 -0.224
O -0.654 -2.814 7.218 -0.204
C -0.444 -3.748 8.279 -0.081
O 0.084 -1.154 5.366 -0.235
C -0.647 -1.333 4.213 -0.119
H 2.982 -0.203 6.860 0.092
H 2.856 -1.365 5.560 0.076
H 3.722 -1.869 6.944 0.093
H -0.908 -3.290 9.153 0.091
H 0.627 -3.854 8.451 0.087
H -1.011 -4.653 8.058 0.096
H -0.843 -2.404 4.153 0.068
H 0.061 -1.100 3.418 0.084
H -1.612 -0.832 4.143 0.095
C 0.939 0.809 -5.264 -0.098
O 0.844 -0.555 -5.715 -0.235
P -0.423 -1.446 -5.110 0.538
O -0.798 -1.211 -3.668 -0.250
O -1.618 -1.230 -6.210 -0.228
C -2.468 -0.076 -6.281 -0.089
O -0.019 -3.002 -5.441 -0.255
C 0.510 -3.334 -6.703 -0.102
H 1.807 0.808 -4.605 0.067
H 0.067 1.197 -4.737 0.073
H 1.041 1.516 -6.087 0.092
H -2.264 0.601 -5.451 0.077
H -3.549 -0.207 -6.317 0.076
H -2.247 0.452 -7.208 0.091
H 1.586 -3.192 -6.609 0.083
H 0.042 -2.722 -7.474 0.090
H 0.292 -4.391 -6.856 0.099
C -8.954 -3.060 -2.571 -0.099
O -7.996 -2.021 -2.484 -0.222
P -6.789 -1.859 -3.520 0.531
O -6.028 -3.132 -3.758 -0.246
O -7.514 -1.184 -4.849 -0.230
C -8.260 -0.030 -4.649 -0.146
O -5.912 -0.614 -2.841 -0.209
C -4.929 -0.005 -3.587 -0.161
H -8.566 -4.073 -2.465 0.091
H -9.371 -3.132 -3.575 0.087
H -9.771 -2.900 -1.867 0.095
H -9.297 -0.295 -4.857 0.089
H -7.965 0.713 -5.390 0.096
H -8.311 0.306 -3.613 0.090
H -3.916 -0.267 -3.282 0.069
H -4.964 1.082 -3.513 0.098
H -4.862 -0.215 -4.655 0.065
C 4.480 2.456 -3.058 -0.168
O 3.804 1.266 -3.341 -0.131
H 4.188 2.906 -2.109 0.070
H 5.544 2.221 -3.091 0.085
H 4.297 3.208 -3.825 0.076
H 4.047 1.049 -4.244 0.076
C 3.130 -5.425 3.672 -0.182
O 1.848 -5.733 4.118 -0.133
H 3.735 -6.321 3.537 0.078
H 3.074 -4.849 2.749 0.047
H 3.768 -4.855 4.347 0.070
H 1.360 -5.014 4.525 0.004
C 2.866 -2.995 -3.505 -0.100
O 2.998 -3.880 -2.392 -0.139
H 2.575 -3.508 -4.422 0.075
H 2.121 -2.234 -3.271 0.071
H 3.832 -2.495 -3.576 0.083
H 3.314 -4.751 -2.645 0.099
C 0.660 -1.006 -0.360 -0.103
O 0.915 -0.603 1.003 -0.159
H 1.174 -1.946 -0.561 0.074
H -0.423 -1.127 -0.327 0.061
H 0.955 -0.260 -1.097 0.077
H 0.597 0.303 1.030 0.020
C 3.984 -2.839 0.800 -0.164
O 3.368 -4.009 0.333 -0.130
H 4.882 -2.624 0.221 0.079
H 3.327 -1.992 0.604 0.043
H 4.170 -2.743 1.870 0.085
H 3.011 -3.852 -0.544 0.022
C 3.745 0.946 0.171 -0.170
O 2.967 1.034 1.329 -0.130
H 4.506 1.705 -0.010 0.066
H 4.277 -0.003 0.098 0.073
H 3.059 0.995 -0.674 0.059
H 2.623 0.157 1.514 0.044
```


No. 2
Computed, not measured: C33H106AsF6N14O26 as an isolated structure in a non-equilibrium geometry, with ωB97M-V/def2-TZVPD.

Values from the calculation:
orbital gap	9.9	eV
charge	-1
E_LUMO	2.043	eV
highest occupied orbital energy	-7.856	eV

Structure (XYZ):
```
186
Properties=species:S:1:pos:R:3:lowdin_charge:R:1
As 0.052 -1.186 0.635 0.737
F -0.643 -2.427 -0.325 -0.208
F 1.542 -1.115 -0.216 -0.225
F 0.595 0.160 1.587 -0.245
F -1.400 -1.207 1.613 -0.234
F 0.735 -2.360 1.734 -0.228
F -0.587 -0.014 -0.439 -0.225
C 1.912 3.961 0.911 -0.617
O 1.554 3.936 -0.286 -0.093
N 1.945 2.787 1.678 0.185
N 2.132 5.081 1.537 0.213
H 1.896 2.826 2.724 0.100
H 1.551 1.988 1.224 0.047
H 1.868 5.920 0.950 0.137
H 2.389 5.105 2.507 0.086
C -0.287 7.020 -1.162 -0.675
O 0.093 7.086 -0.004 0.009
N -1.336 7.748 -1.651 0.166
N 0.330 6.213 -2.059 0.172
H -1.602 7.649 -2.637 0.111
H -1.679 8.529 -1.139 0.095
H 0.744 5.397 -1.589 0.075
H -0.202 5.808 -2.813 0.071
C 2.742 2.181 -2.962 -0.558
O 3.244 1.698 -3.995 0.001
N 2.860 3.527 -2.689 0.148
N 1.878 1.546 -2.010 0.174
H 2.603 3.863 -1.710 0.081
H 3.692 3.931 -3.088 0.098
H 1.783 2.088 -1.174 0.044
H 1.937 0.568 -1.860 0.057
C -1.832 2.210 4.048 -0.598
O -1.459 3.376 4.282 -0.017
N -2.976 1.674 4.646 0.162
N -1.179 1.386 3.190 0.179
H -3.246 0.800 4.232 0.067
H -3.598 2.156 5.255 0.091
H -1.397 0.413 2.907 0.092
H -0.414 1.916 2.806 0.073
C 3.863 -4.542 0.947 -0.665
O 4.646 -5.362 1.294 0.049
N 4.200 -3.373 0.256 0.160
N 2.510 -4.772 1.119 0.163
H 5.210 -3.181 0.263 0.101
H 3.523 -2.631 0.074 0.077
H 1.827 -4.314 0.520 0.078
H 2.215 -5.663 1.482 0.090
C -1.910 0.122 -3.983 -0.568
O -2.724 0.097 -4.934 -0.016
N -2.203 -0.500 -2.762 0.185
N -0.676 0.846 -3.935 0.162
H -3.155 -0.694 -2.523 0.068
H -1.509 -0.680 -2.087 0.046
H -0.473 1.217 -4.871 0.121
H -0.100 0.976 -3.103 0.068
C -0.682 -2.599 -6.348 -0.652
O -0.454 -3.802 -6.436 0.002
N -1.895 -2.103 -6.915 0.121
N 0.163 -1.650 -5.812 0.176
H -2.503 -2.968 -6.864 0.110
H -2.336 -1.289 -6.446 0.056
H -0.169 -0.900 -5.250 0.028
H 1.046 -2.062 -5.431 0.100
C 4.070 -2.780 -4.802 -0.096
C 3.829 -1.308 -4.919 -0.355
O 2.706 -0.932 -4.170 -0.103
H 5.004 -3.129 -5.249 0.079
H 3.245 -3.375 -5.209 0.066
H 4.014 -3.104 -3.769 0.068
H 3.739 -1.020 -5.954 0.108
H 4.776 -0.836 -4.533 0.115
H 2.782 0.025 -4.115 0.003
C 6.870 1.377 -1.609 -0.082
C 5.940 0.179 -1.357 -0.356
O 6.441 -0.761 -0.459 -0.103
H 7.153 1.910 -0.630 0.099
H 6.533 2.075 -2.362 0.053
H 7.817 0.991 -2.026 0.069
H 5.550 -0.385 -2.236 0.111
H 4.972 0.533 -0.952 0.101
H 6.335 -0.424 0.481 0.124
C 1.870 -1.341 6.029 -0.090
C 1.624 -1.357 4.571 -0.312
O 2.254 -0.169 4.070 -0.105
H 1.296 -2.095 6.609 0.091
H 1.674 -0.375 6.486 0.072
H 2.915 -1.393 6.193 0.065
H 0.544 -1.390 4.301 0.114
H 2.103 -2.224 4.107 0.107
H 2.251 -0.211 3.104 0.068
C 3.218 -6.945 4.530 -0.081
C 3.902 -5.652 4.395 -0.372
O 5.284 -5.680 4.153 -0.088
H 2.182 -6.702 4.705 0.056
H 3.640 -7.521 5.340 0.072
H 3.279 -7.626 3.667 0.087
H 3.846 -5.113 5.332 0.110
H 3.506 -4.976 3.659 0.082
H 5.333 -5.822 3.176 0.065
C -4.440 -3.290 1.571 -0.057
C -3.807 -2.592 2.809 -0.292
O -3.875 -1.194 2.640 -0.105
H -5.436 -2.936 1.476 0.055
H -4.569 -4.352 1.571 0.062
H -3.935 -3.053 0.613 0.059
H -2.836 -3.030 3.077 0.090
H -4.404 -2.719 3.700 0.103
H -3.554 -0.961 1.758 0.045
C -0.820 -5.662 4.131 -0.089
C -0.321 -5.147 2.842 -0.366
O -0.264 -6.143 1.849 -0.071
H -1.822 -6.024 4.051 0.067
H -0.796 -4.961 4.935 0.069
H -0.221 -6.520 4.439 0.069
H 0.633 -4.624 3.007 0.088
H -0.965 -4.331 2.538 0.089
H -0.309 -5.757 0.949 0.048
C -2.092 4.023 0.238 -0.050
C -1.298 2.725 -0.146 -0.205
O -1.797 2.471 -1.540 -0.118
H -3.172 3.760 0.373 0.083
H -1.959 4.759 -0.557 0.044
H -1.692 4.585 1.163 0.090
H -1.550 1.914 0.507 0.072
H -0.232 2.961 -0.071 0.067
H -2.041 1.553 -1.643 0.037
C -3.159 4.467 -3.587 -0.263
C -3.591 4.361 -5.091 -0.231
O -3.141 5.472 -5.851 -0.066
O -1.788 4.280 -3.470 -0.098
H -3.749 3.716 -3.027 0.116
H -3.453 5.439 -3.120 0.120
H -4.653 4.302 -4.984 0.103
H -3.217 3.406 -5.441 0.111
H -2.247 5.622 -5.498 0.080
H -1.617 3.624 -2.793 0.020
C -6.167 0.595 -1.676 -0.220
C -5.785 -0.141 -0.367 -0.190
O -4.406 -0.628 -0.457 -0.116
O -6.709 -0.250 -2.722 -0.089
H -5.239 1.054 -2.123 0.123
H -6.914 1.346 -1.434 0.106
H -6.531 -0.924 -0.165 0.117
H -5.808 0.623 0.500 0.138
H -4.357 -1.540 -0.762 0.017
H -6.096 -0.977 -2.884 0.022
C 3.700 2.673 5.845 -0.237
C 3.478 4.070 5.366 -0.233
O 2.566 4.046 4.281 -0.111
O 4.279 1.814 4.859 -0.052
H 2.707 2.420 6.161 0.112
H 4.373 2.760 6.710 0.122
H 4.404 4.469 4.920 0.123
H 3.164 4.878 6.027 0.125
H 1.753 4.383 4.608 0.005
H 3.699 1.176 4.438 0.039
C 0.106 6.340 5.076 -0.230
C -0.493 6.464 3.630 -0.222
O -0.105 7.713 2.986 -0.110
O 0.423 5.048 5.439 -0.088
H -0.657 6.825 5.686 0.118
H 1.011 6.908 4.983 0.115
H -1.570 6.503 3.633 0.104
H -0.191 5.535 3.165 0.084
H -0.133 7.581 1.985 0.064
H -0.325 4.418 5.396 0.078
C -5.002 -3.368 -4.111 -0.204
C -5.081 -3.562 -2.614 -0.205
O -3.971 -2.975 -1.954 -0.116
O -5.300 -1.997 -4.422 -0.082
H -5.791 -3.940 -4.585 0.115
H -4.042 -3.584 -4.622 0.121
H -5.064 -4.603 -2.233 0.136
H -5.951 -3.038 -2.320 0.103
H -3.192 -3.328 -2.421 0.047
H -4.489 -1.609 -4.821 0.081
C 0.209 -5.067 -2.126 -0.251
C -0.799 -5.140 -3.250 -0.136
O -1.669 -3.915 -3.288 -0.117
O -0.399 -5.182 -0.881 -0.087
H 0.666 -4.102 -2.178 0.111
H 0.941 -5.834 -2.264 0.126
H -1.571 -5.931 -3.102 0.140
H -0.309 -5.234 -4.212 0.106
H -1.136 -3.185 -3.637 0.072
H -1.187 -4.583 -0.944 0.103
```


No. 3
Computed, not measured: C33H12BF15GeIrN5S as an isolated structure, with ωB97M-V/def2-TZVPD.

Values from the calculation:
orbital gap (alpha / beta)	7.3 / 5.5	eV
energy relative to the best compared isomer or geometry (same formula, charge and spin)	0.0	kcal/mol
2S+1	2
charge	+1
expectation value of S²	0.77
E_LUMO (alpha / beta)	-4.494 / -6.394	eV
highest occupied orbital energy (alpha / beta)	-11.804 / -11.872	eV

Structure (XYZ):
```
69
Properties=species:S:1:pos:R:3:lowdin_spin:R:1
Ir 0.690 0.825 -0.045 0.443
B 1.907 3.472 1.208 0.002
N 2.535 3.032 -0.152 -0.001
C 3.400 3.679 -0.931 0.005
C 3.585 2.958 -2.103 0.001
C 2.779 1.840 -1.969 0.003
N 2.169 1.898 -0.774 0.001
N 1.990 2.228 2.159 0.000
C 2.387 2.162 3.424 0.019
C 2.138 0.882 3.920 0.012
C 1.556 0.205 2.867 0.013
N 1.460 1.030 1.808 0.036
H 0.753 3.775 1.052 0.001
H 2.578 4.354 1.657 0.000
H 3.836 4.605 -0.597 0.000
H 4.224 3.200 -2.932 0.000
H 2.616 1.004 -2.627 0.000
H 2.827 3.021 3.902 0.001
H 2.361 0.501 4.901 0.001
H 1.245 -0.820 2.788 0.000
F -4.730 -0.612 0.622 0.000
C -4.739 -0.775 -0.714 0.000
C -3.723 -0.192 -1.451 0.001
C -3.735 -0.372 -2.822 0.000
F -2.775 0.166 -3.577 0.004
C -4.730 -1.106 -3.444 0.000
F -4.728 -1.273 -4.758 0.000
C -5.736 -1.673 -2.677 0.000
F -6.689 -2.376 -3.261 0.000
C -5.748 -1.511 -1.298 0.000
F -6.711 -2.060 -0.570 0.000
Ge -2.375 0.771 -0.456 0.011
S -0.683 1.634 -1.614 0.157
C -3.034 2.260 0.593 0.002
C -2.206 2.901 1.497 0.001
F -0.961 2.438 1.688 0.004
C -2.600 4.014 2.210 0.000
F -1.776 4.600 3.068 0.000
C -3.879 4.516 2.014 0.000
F -4.277 5.580 2.684 0.000
C -4.735 3.906 1.109 0.000
F -5.952 4.392 0.918 0.000
C -4.301 2.794 0.409 0.000
F -5.144 2.238 -0.465 0.000
C -1.356 -0.585 0.558 0.000
C -0.924 -1.717 -0.150 -0.001
F -1.035 -1.746 -1.471 -0.001
C -0.450 -2.855 0.480 0.000
F -0.038 -3.898 -0.222 0.000
C -0.424 -2.891 1.861 -0.001
F 0.042 -3.956 2.481 0.000
C -0.896 -1.814 2.608 0.000
F -0.886 -1.884 3.930 0.000
C -1.362 -0.693 1.958 0.000
F -1.893 0.269 2.694 0.000
N 6.471 -6.795 -2.601 0.014
C 5.804 -5.910 -2.302 0.003
C 4.967 -4.801 -1.929 0.027
C 4.169 -4.893 -0.789 -0.006
C 3.358 -3.834 -0.436 0.027
C 3.349 -2.671 -1.211 0.015
C 4.159 -2.581 -2.346 0.028
C 4.960 -3.646 -2.708 -0.006
C 2.503 -1.580 -0.848 0.153
C 1.761 -0.664 -0.539 0.032
H 4.185 -5.795 -0.194 -0.001
H 2.730 -3.899 0.442 0.001
H 4.150 -1.679 -2.943 0.001
H 5.584 -3.590 -3.588 -0.001
```


What is the formula in the second record?
C33H106AsF6N14O26


Number 3 is which compound?
C33H12BF15GeIrN5S